# C20H41HgO11S5

C20H41HgO11S5 as an isolated structure (ωB97M-V with the def2-TZVPD basis set, the Open Molecules 2025 dataset).

```
78
Properties=species:S:1:pos:R:3:forces:R:3:mulliken_charge:R:1
Hg -1.335 -17.631 6.573 -0.4 1.0 -2.5 0.90
O -2.350 -16.632 4.873 -0.3 0.0 0.4 1.32
H -1.740 -16.376 4.154 0.2 -0.6 0.9 -0.79
C 0.855 -16.616 0.031 0.9 -1.0 -1.0 -0.76
C -0.503 -16.011 0.224 -0.6 0.5 -0.8 -0.64
C -0.735 -15.670 1.674 -0.1 -0.3 1.2 0.45
S 0.807 -16.202 2.603 -1.6 -2.1 1.2 0.83
O 0.514 -16.831 3.939 0.1 1.1 -2.9 -0.57
O 1.750 -15.135 2.583 0.7 0.9 0.0 -0.66
C 1.271 -17.412 1.286 -0.3 1.6 0.1 -0.57
H 1.534 -15.865 -0.373 0.5 0.1 1.0 0.33
H 0.791 -17.267 -0.841 0.0 -0.5 0.2 0.42
H -1.260 -16.680 -0.184 -0.2 -0.1 0.5 0.29
H -0.550 -15.143 -0.434 -0.2 0.2 0.3 0.29
H -1.567 -16.240 2.089 0.1 -0.2 0.0 -0.57
H -0.990 -14.630 1.875 0.5 0.1 0.0 0.48
H 0.643 -18.297 1.391 0.3 -0.1 0.2 0.21
H 2.343 -17.572 1.401 -0.2 -0.3 0.0 0.45
C -6.838 -14.305 1.204 0.1 -1.0 -1.1 -0.67
C -5.892 -13.975 2.346 0.2 1.2 0.6 -0.89
C -5.213 -15.217 2.876 -0.4 0.0 -0.3 0.38
S -4.841 -16.131 1.369 -0.1 -0.1 -1.5 1.19
O -4.880 -17.575 1.604 0.5 1.1 0.0 -0.66
O -3.697 -15.501 0.672 -1.5 -1.0 1.3 -0.67
C -6.407 -15.626 0.488 1.2 0.4 0.9 -0.81
H -6.805 -13.478 0.494 -0.5 -0.1 0.1 0.34
H -7.848 -14.541 1.541 0.0 0.7 0.1 0.29
H -6.433 -13.438 3.126 -0.2 -0.3 0.3 0.44
H -5.166 -13.217 2.052 0.3 -0.3 -0.4 0.42
H -5.961 -15.812 3.399 0.2 -0.2 0.1 -0.27
H -4.334 -15.043 3.495 0.1 -0.2 -0.1 -0.07
H -7.155 -16.406 0.628 0.3 -0.1 -0.1 0.34
H -6.128 -15.526 -0.561 -0.1 0.0 0.1 0.46
C -5.785 -16.507 6.207 0.1 -0.3 0.2 -0.06
C -6.545 -17.160 7.404 0.3 0.1 -1.2 -0.86
C -5.487 -18.141 7.872 0.5 -0.1 0.2 -0.94
S -4.731 -18.985 6.406 -2.7 1.7 1.0 1.15
O -5.458 -20.217 6.169 1.1 0.6 -0.2 -0.63
O -3.293 -19.001 6.617 0.4 -0.4 0.0 -0.70
C -5.289 -17.640 5.279 -1.1 -0.2 0.1 -0.09
H -4.954 -15.967 6.661 0.1 0.2 -0.2 -0.22
H -6.411 -15.804 5.657 0.1 0.0 0.0 0.48
H -7.501 -17.609 7.134 0.1 -0.1 -0.2 0.34
H -6.733 -16.350 8.109 0.0 -0.4 0.3 0.41
H -5.721 -18.908 8.610 -0.1 0.1 -0.1 0.51
H -4.736 -17.447 8.250 0.6 -0.6 0.3 0.35
H -6.241 -17.990 4.878 0.1 -0.7 -0.2 0.80
H -4.658 -17.404 4.422 0.5 0.0 0.6 -0.73
C -3.383 -21.887 3.102 -0.1 -0.1 -0.7 -0.79
C -3.949 -20.524 2.719 0.3 0.0 0.0 -0.48
C -2.770 -19.523 2.715 -0.4 0.4 1.6 0.54
S -1.450 -20.215 3.827 -1.1 -1.7 -2.9 0.76
O -1.094 -19.349 4.933 0.4 -0.3 0.3 -0.43
O -0.424 -20.687 2.901 -0.3 0.5 1.2 -0.58
C -2.520 -21.654 4.301 1.0 0.8 0.8 -0.57
H -2.792 -22.265 2.268 0.1 -0.2 0.1 0.31
H -4.155 -22.616 3.349 0.0 0.0 -0.1 0.41
H -4.668 -20.257 3.494 0.0 0.3 0.1 0.07
H -4.511 -20.485 1.785 0.3 -0.2 -0.1 0.45
H -3.144 -18.648 3.247 0.5 0.5 -0.5 -0.89
H -2.311 -19.293 1.753 -0.1 -0.1 0.2 0.58
H -3.099 -21.265 5.138 -0.1 -0.2 0.2 0.13
H -1.923 -22.513 4.607 0.2 0.2 0.0 0.48
C -3.107 -13.053 5.966 -0.3 -0.2 0.5 -0.24
C -2.075 -12.537 4.938 0.9 -0.5 0.0 -0.96
C -0.982 -13.609 4.755 -1.0 -0.6 0.9 0.65
S -0.688 -14.126 6.496 0.3 3.8 0.7 0.89
O 0.073 -13.079 7.234 -1.4 -2.3 -1.7 -0.69
O -0.223 -15.487 6.526 0.6 -1.5 0.8 -0.58
C -2.426 -13.966 7.029 -0.3 -0.2 -0.7 0.17
H -3.902 -13.654 5.524 0.4 -0.3 -0.6 -0.21
H -3.729 -12.288 6.430 0.6 0.5 0.1 0.49
H -1.496 -11.683 5.290 -0.7 0.5 -0.1 0.44
H -2.518 -12.401 3.951 -0.1 0.5 0.2 0.37
H -0.072 -13.333 4.221 0.0 0.2 0.4 0.66
H -1.453 -14.467 4.275 0.3 -0.2 0.2 -0.95
H -2.497 -13.643 8.067 0.4 0.3 -0.2 0.57
H -2.919 -14.935 6.949 0.4 -0.2 0.0 -0.63
```
Forces are in eV/Å.

Computed properties:
Strongest force on any atom: 0.0753 hartree/bohr
Charge: +1
Energy relative to the best compared isomer or geometry (same formula, charge and spin): 2.613 eV
Kohn-Sham gap: 0.255 hartree
Molecular weight: 818.46 g/mol

# C2H5N3O2S

C2H5N3O2S as an isolated structure (ωB97M-V with the def2-TZVPD basis set, the Open Molecules 2025 dataset).

```
13
Properties=species:S:1:pos:R:3:forces:R:3:mulliken_charge:R:1
C -0.190 -0.740 -0.552 -0.4 -1.4 2.7 0.68
C -0.111 2.089 0.599 1.3 3.5 4.5 0.17
H 0.692 -1.113 2.122 0.2 0.0 -0.6 0.17
H 0.796 -2.465 -0.773 -1.7 0.9 2.7 0.27
H 0.850 -1.063 -2.006 0.2 0.1 -0.6 0.19
H -0.833 1.479 -1.169 -1.1 -1.6 3.8 0.43
H -0.153 3.098 -0.375 0.8 -2.3 3.5 0.16
N 0.098 -2.000 -0.049 1.5 -0.4 -2.1 -0.31
N 0.247 -0.345 -1.643 -0.3 1.7 -1.0 -0.67
N -1.060 1.277 -0.013 2.5 2.5 -3.1 -0.28
O -0.969 -0.020 0.372 0.5 -2.0 -1.7 -0.19
O 0.414 2.083 1.871 -3.3 -0.4 -8.8 -0.50
S 0.219 -2.279 1.616 -0.2 -0.7 0.7 -0.13
```
Forces are in eV/Å.

Computed properties:
Strongest force on any atom: 0.1830 hartree/bohr
Energy relative to the best compared isomer or geometry (same formula, charge and spin): 5.677 eV
Kohn-Sham gap: 0.351 hartree
Molecular weight: 135.15 g/mol

# C16H12F5N3O9PRhS3

C16H12F5N3O9PRhS3 as an isolated structure (ωB97M-V with the def2-TZVPD basis set, the Open Molecules 2025 dataset).

```
50
Properties=species:S:1:pos:R:3:forces:R:3:mulliken_charge:R:1
Rh 0.013 1.290 -0.771 -1.4 -0.3 0.1 0.00
C -5.827 0.153 -2.779 0.4 -0.1 0.1 -1.27
C -4.614 -0.679 -2.412 -0.2 0.0 0.1 -0.14
O -3.435 -0.047 -2.930 -0.1 0.0 -0.4 -0.29
P -2.111 -0.008 -2.056 -0.4 0.3 0.8 1.11
S -0.658 0.764 -3.214 0.1 0.2 2.0 -0.37
S -2.441 0.925 -0.271 0.6 -0.3 -1.4 -0.39
O -1.962 -1.591 -1.782 0.0 0.1 -0.3 -0.37
C -0.950 -2.107 -0.920 0.3 0.0 0.1 0.79
C -0.644 -3.539 -1.306 -0.2 0.4 0.0 -1.50
H -6.726 -0.383 -2.487 -0.2 0.0 0.0 0.39
H -5.843 0.334 -3.851 -0.1 0.0 -0.1 0.30
H -5.796 1.108 -2.266 0.0 0.1 0.1 0.28
H -4.680 -1.675 -2.857 0.1 0.0 0.1 0.24
H -4.526 -0.776 -1.326 0.0 -0.1 -0.1 0.38
H -1.305 -2.052 0.116 0.0 0.1 -0.1 0.29
H -0.052 -1.486 -1.028 -0.1 -0.1 0.0 -0.45
H -1.552 -4.136 -1.267 -0.1 -0.1 0.0 0.40
H 0.084 -3.951 -0.612 0.1 -0.1 0.1 0.34
H -0.240 -3.575 -2.313 0.1 -0.1 -0.1 0.36
O 1.764 -4.598 3.580 0.0 0.1 0.0 -0.65
N 2.378 -4.485 2.533 0.0 -0.9 0.6 1.08
O 3.059 -5.375 2.049 0.0 0.1 0.0 -0.65
C 2.269 -3.259 1.819 -0.2 1.2 -0.3 -0.59
C 2.890 -3.141 0.584 -0.1 1.0 -0.9 -0.25
C 2.703 -1.981 -0.168 -0.4 -1.1 2.1 -0.52
C 1.901 -0.887 0.301 -0.4 1.7 -1.0 1.47
O 1.719 0.120 -0.438 1.0 -1.4 1.0 -0.73
C 1.319 -1.037 1.615 1.2 -2.2 -0.3 -0.43
C 1.514 -2.219 2.347 -0.1 0.5 -0.5 -0.37
N 0.511 -0.064 2.177 -2.2 2.7 1.1 1.04
O 0.057 -0.244 3.317 0.7 0.2 -1.3 -0.66
O 0.209 1.007 1.556 0.5 -1.5 0.5 -0.48
N 3.269 -1.898 -1.454 0.7 0.5 -2.4 1.11
O 2.986 -0.948 -2.185 0.6 -1.4 0.5 -0.57
O 4.021 -2.814 -1.801 -0.2 0.3 0.2 -0.71
H 3.490 -3.942 0.184 0.0 0.0 0.0 0.63
H 1.049 -2.321 3.314 0.0 0.0 0.0 0.65
F 2.445 6.152 3.660 0.0 0.0 0.1 -0.32
C 1.902 5.561 2.588 -0.2 -0.2 -0.4 0.54
C 2.320 4.293 2.192 -0.3 0.3 -0.2 -0.04
F 3.271 3.666 2.890 0.1 -0.1 0.1 -0.32
C 1.769 3.708 1.063 -0.3 0.7 0.0 -0.04
F 2.218 2.518 0.662 0.4 0.1 0.2 -0.23
C 0.779 4.348 0.304 0.2 0.0 0.3 0.54
S 0.091 3.645 -1.120 -0.3 0.0 -0.5 -0.38
C 0.393 5.633 0.714 0.3 -0.4 0.2 0.14
F -0.503 6.307 -0.015 0.0 0.1 0.2 -0.34
C 0.933 6.229 1.844 0.1 -0.3 -0.1 0.31
F 0.540 7.454 2.222 0.0 0.0 0.0 -0.31
```
Forces are in eV/Å.

Computed properties:
Strongest force on any atom: 0.0714 hartree/bohr
<S²>: 0.76
Charge: -1
Energy relative to the best compared isomer or geometry (same formula, charge and spin): 1.970 eV
Kohn-Sham gap (alpha / beta): 0.188 / 0.192 hartree
Molecular weight: 715.36 g/mol
Multiplicity: 2

> Among the records above, which one has the lowest energy relative to the best compared isomer or geometry (same formula, charge and spin)?

C16H12F5N3O9PRhS3

> The highest strongest force on any atom belongs to which entry?

C2H5N3O2S

Please write out number 2 again, unchanged.
# C2H5N3O2S

C2H5N3O2S as an isolated structure (ωB97M-V with the def2-TZVPD basis set, the Open Molecules 2025 dataset).

```
13
Properties=species:S:1:pos:R:3:forces:R:3:mulliken_charge:R:1
C -0.190 -0.740 -0.552 -0.4 -1.4 2.7 0.68
C -0.111 2.089 0.599 1.3 3.5 4.5 0.17
H 0.692 -1.113 2.122 0.2 0.0 -0.6 0.17
H 0.796 -2.465 -0.773 -1.7 0.9 2.7 0.27
H 0.850 -1.063 -2.006 0.2 0.1 -0.6 0.19
H -0.833 1.479 -1.169 -1.1 -1.6 3.8 0.43
H -0.153 3.098 -0.375 0.8 -2.3 3.5 0.16
N 0.098 -2.000 -0.049 1.5 -0.4 -2.1 -0.31
N 0.247 -0.345 -1.643 -0.3 1.7 -1.0 -0.67
N -1.060 1.277 -0.013 2.5 2.5 -3.1 -0.28
O -0.969 -0.020 0.372 0.5 -2.0 -1.7 -0.19
O 0.414 2.083 1.871 -3.3 -0.4 -8.8 -0.50
S 0.219 -2.279 1.616 -0.2 -0.7 0.7 -0.13
```
Forces are in eV/Å.

Computed properties:
Strongest force on any atom: 0.1830 hartree/bohr
Energy relative to the best compared isomer or geometry (same formula, charge and spin): 5.677 eV
Kohn-Sham gap: 0.351 hartree
Molecular weight: 135.15 g/mol